ORCA calculation (the ωB97M-V functional and the def2-TZVPD basis) on a 14-piece molecular cluster, C4H37N3O14 overall at a distorted geometry.

Last column: Mulliken charge in e.
Element x y z (Å)
O 2.625 -2.617 1.306  -0.627
C 1.582 -2.662 0.722  -0.127
N 0.541 -3.532 0.904  -0.174
C 1.215 -1.727 -0.499  1.054
C 2.343 -1.666 -1.522  -0.946
N 0.835 -0.424 -0.017  1.113
C -0.207 0.306 -0.800  -0.470
N -0.845 1.327 0.067  0.058
H -0.333 -3.072 0.807  0.125
H 0.596 -4.109 1.711  0.338
H 0.343 -2.322 -1.022  -0.307
H 3.187 -1.100 -1.080  -0.005
H 2.701 -2.604 -1.899  0.546
H 2.026 -1.247 -2.509  0.258
H 1.678 0.180 -0.082  -0.904
H -0.880 -0.478 -1.166  0.176
H -0.009 0.902 -1.591  0.562
H -1.800 1.249 0.433  0.276
H -0.249 1.391 0.916  -0.363
H -0.787 -3.662 -2.883  0.267
H -0.706 -4.519 -1.617  0.294
O -1.210 -4.012 -2.150  -0.604
H 2.307 1.947 -1.497  0.363
H 3.443 1.058 -2.175  0.282
O 2.663 1.128 -1.764  -0.421
H -3.208 1.217 2.218  0.338
H -4.572 0.877 1.438  0.337
O -3.567 0.653 1.591  -0.652
H -2.246 2.488 3.482  0.300
H -1.107 1.651 2.661  0.380
O -1.895 2.208 2.661  -0.768
H -3.500 1.100 -0.213  0.372
H -3.684 1.921 -1.656  0.438
O -4.191 1.440 -0.971  -0.730
H 0.272 -0.171 1.905  0.355
H 0.987 0.390 3.062  0.296
O 0.111 0.325 2.708  -0.732
H 0.849 2.274 -4.048  0.297
H -0.488 1.759 -4.588  0.258
O -0.133 2.260 -3.822  -0.504
H -2.856 -2.558 1.145  0.212
H -2.266 -2.746 -0.248  0.181
O -2.108 -2.540 0.561  -0.520
H 2.828 3.189 1.078  0.270
H 1.361 3.136 2.117  0.285
O 1.871 2.937 1.228  -0.612
H 4.063 -0.730 0.525  0.391
H 3.327 0.467 0.272  0.205
O 4.273 0.190 0.480  -0.722
H 0.360 3.423 -1.466  0.447
H 1.480 2.826 -0.533  0.008
O 1.315 3.414 -1.181  -0.717
H -2.159 2.508 -1.491  0.296
H -1.622 3.606 -2.608  0.316
O -2.359 2.978 -2.360  -0.775
H -1.700 -3.081 3.328  0.235
H -0.636 -1.873 3.475  0.248
O -1.185 -2.413 2.927  -0.497

Values from the calculation:
Energy relative to the best compared isomer or geometry (same formula, charge and spin): 120.13 kcal/mol
Lowest unoccupied orbital energy: 0.105 eV
F_max: 0.170 Eh/bohr
2S+1: 1
HOMO-LUMO gap: 9.2 eV
HOMO level: -9.1 eV